C4H10 in the gas phase, computed with ωB97M-V/def2-TZVPD.

Each line ends with the natural charge from an NBO analysis.
Geometry (Å):
C 0.69384 -0.31714 1.26057  -0.601
C -0.05115 0.40268 0.08781  -0.211
C 0.77393 0.48088 -1.19962  -0.610
C -1.38829 -0.34640 -0.15019  -0.607
H 0.26540 0.12889 2.15814  0.203
H 0.54857 -1.35661 1.26105  0.200
H 1.74590 -0.03692 1.30940  0.201
H -0.32831 1.34488 0.52764  0.191
H 0.45319 1.31875 -1.81443  0.212
H 0.55126 -0.41252 -1.78870  0.201
H 1.83336 0.47423 -0.96885  0.208
H -2.14779 0.00741 0.54227  0.209
H -1.65113 -0.26777 -1.20480  0.205
H -1.29878 -1.42035 -0.02031  0.198

Values from the calculation:
Kohn-Sham gap = 12.302 eV
ΔE to the lowest compared entry with this formula, charge and spin = 0.473 eV
SMILES = CC(C)C
HOMO = -11.067 eV